No. 1
DFT (wB97M-V/def2-TZVPD) results for C27H26BiN6O8P2 as an isolated structure.

The geometry in XYZ format:
```
70
Properties=species:S:1:pos:R:3
Bi 0.5212 0.3003 0.0411
O -3.6234 -3.3772 0.3609
C -4.1873 -2.3518 -0.2981
C -5.5778 -2.3588 -0.4196
C -6.2289 -1.3423 -1.0846
C -5.5125 -0.2813 -1.6420
C -4.1440 -0.2561 -1.5099
C -3.4561 -1.2799 -0.8444
C -2.0036 -1.1655 -0.7042
O -1.4390 -0.0542 -1.0077
N -1.3443 -2.2456 -0.2647
N -0.0396 -1.9765 -0.0815
C 0.8030 -2.8790 0.2478
C 2.2196 -2.5128 0.3522
C 3.1584 -3.3842 0.8795
C 4.4729 -2.9646 0.9738
C 4.8163 -1.6991 0.5250
C 3.8221 -0.8971 -0.0041
N 2.5547 -1.2950 -0.1027
H -2.6504 -3.2860 0.2714
H -6.1182 -3.1892 0.0163
H -7.3071 -1.3749 -1.1773
H -6.0254 0.5139 -2.1659
H -3.5645 0.5628 -1.9162
H 0.4840 -3.9024 0.4282
H 2.8523 -4.3633 1.2251
H 5.2262 -3.6131 1.4017
H 5.8327 -1.3376 0.5858
H 4.0420 0.0986 -0.3766
N -0.1135 0.9525 5.3877
C 0.0697 -0.0263 4.2419
C 0.1088 -1.4663 4.7297
P -1.3471 0.4123 3.1289
O -2.4493 -0.5933 3.7437
O -1.6333 1.8328 3.4778
O -1.1369 0.0050 1.6853
P 1.6359 0.4085 3.3123
O 2.4594 1.1115 4.5389
O 2.2337 -0.8673 2.8669
O 1.3244 1.4693 2.2935
H -0.6905 0.5556 6.1261
H -0.6341 1.7535 4.9406
H 0.7940 1.2507 5.7486
H -0.7921 -1.7140 5.2931
H 0.9969 -1.6511 5.3358
H 0.1648 -2.1280 3.8683
H -3.2366 -0.6800 3.1874
H 2.9023 1.9083 4.2149
C 1.7815 -0.9795 -4.3763
C 1.4083 -0.9155 -3.0321
N 1.1106 0.2189 -2.4244
C 1.1404 1.3740 -3.1316
C 1.5423 1.4068 -4.4750
C 1.8648 0.1859 -5.0906
C 1.6014 2.6571 -5.1760
C 1.2472 3.8067 -4.5705
C 0.7834 3.8061 -3.2139
C 0.3510 4.9746 -2.5601
C -0.1120 4.9083 -1.2737
C -0.1385 3.6643 -0.6334
N 0.2664 2.5572 -1.2262
C 0.7264 2.6052 -2.4947
H 2.0031 -1.9363 -4.8284
H 1.3561 -1.8136 -2.4295
H 2.1670 0.1804 -6.1312
H 1.9347 2.6530 -6.2064
H 1.2951 4.7491 -5.1018
H 0.3841 5.9192 -3.0900
H -0.4559 5.7903 -0.7520
H -0.4973 3.5655 0.3870
```

total charge: +1
electronic energy: -78161.90815 eV
HOMO-LUMO gap: 0.2625 Eh
relative energy (zero: lowest compared OMol25 entry of this formula, charge and spin): 49.8 kJ/mol

***

No. 2
DFT (wB97M-V/def2-TZVPD) results for C27H26CoF10N3 as an isolated structure.

The geometry in XYZ format:
```
67
Properties=species:S:1:pos:R:3
Co -0.5431 0.1270 0.6096
C -0.5350 0.8604 2.8375
C 0.8498 0.7716 3.0697
C 1.2104 -0.5949 3.1088
C 0.0571 -1.3584 2.9020
C -1.0408 -0.4741 2.7076
C -2.4828 -0.9077 2.7717
C -0.0637 -2.8508 2.9005
C 2.6055 -1.1150 3.3026
C 1.7599 1.9431 3.2899
C -1.3314 2.1203 3.0318
H -3.1647 -0.0781 2.5882
H -2.7317 -1.3242 3.7543
H -2.7166 -1.6819 2.0346
H -0.3950 -3.2310 3.8740
H 0.8824 -3.3464 2.6723
H -0.7941 -3.1886 2.1630
H 2.9120 -1.1109 4.3536
H 3.3434 -0.5124 2.7615
H 2.7050 -2.1427 2.9461
H 1.8671 2.1934 4.3519
H 1.3802 2.8367 2.7893
H 2.7712 1.7604 2.9131
H -1.1376 2.5422 4.0229
H -2.4031 1.9362 2.9625
H -1.0876 2.8933 2.3000
C 1.0432 0.0618 -2.1013
N 1.2988 0.0816 -0.6684
C 1.9314 1.3128 -0.2338
C 0.9627 2.4794 -0.4467
N -0.3911 2.0571 -0.1220
C -1.3980 2.9249 -0.3291
C -2.7133 2.5371 0.0044
F -2.8893 1.3139 0.5471
C -3.8321 3.3198 -0.1490
F -5.0350 2.8460 0.2116
C -3.7252 4.6004 -0.6682
F -4.8121 5.3802 -0.8345
C -2.4639 5.0424 -1.0051
F -2.3111 6.2815 -1.5093
C -1.3455 4.2421 -0.8367
F -0.1618 4.8110 -1.1895
C 1.8763 -1.1656 -0.2045
C 0.8507 -2.3006 -0.3467
N -0.5047 -1.7786 -0.2194
C -1.5200 -2.6488 -0.4300
C -1.4854 -4.0595 -0.3857
F -0.3518 -4.7242 -0.0473
C -2.5923 -4.8614 -0.6189
F -2.4647 -6.1986 -0.5284
C -3.8211 -4.3163 -0.9163
F -4.9007 -5.0940 -1.1308
C -3.9084 -2.9350 -0.9879
F -5.0794 -2.3608 -1.3085
C -2.7992 -2.1519 -0.7677
F -2.9484 -0.8258 -0.9194
H 1.9888 0.0361 -2.6652
H 0.4785 0.9450 -2.3925
H 0.4477 -0.8125 -2.3522
H 2.8691 1.5120 -0.7786
H 2.1658 1.2006 0.8243
H 1.0425 2.8258 -1.4840
H 1.3078 3.3125 0.1779
H 2.1324 -1.0309 0.8458
H 2.7963 -1.4245 -0.7539
H 1.1077 -3.0478 0.4086
H 0.9769 -2.7967 -1.3201
```

total charge: -1
spin multiplicity: 4
electronic energy: -97693.03796 eV
HOMO-LUMO gap (alpha / beta): 0.2482 / 0.2488 Eh

***

No. 3
DFT (wB97M-V/def2-TZVPD) results for C27H26CoN5O5SSe as an isolated structure at a distorted geometry.

The geometry in XYZ format:
```
66
Properties=species:S:1:pos:R:3
Co -0.5241 -1.7043 -0.0505
O -0.7867 -2.1658 -2.3371
C -1.1722 -3.4380 -2.8383
C -1.3880 -4.5096 -1.7315
N -1.2918 -3.9677 -0.3785
C -2.6226 -3.8304 0.2416
C -3.2691 -2.4822 -0.0768
O -4.4543 -2.4303 -0.3760
O -2.4535 -1.4968 0.0283
C -0.4226 -4.7736 0.4831
C -0.0897 -4.0409 1.7936
O 0.2565 -4.7313 2.7494
O -0.1754 -2.7671 1.7425
H -1.5501 -1.5751 -2.2449
H -2.0665 -3.3537 -3.4574
H -0.3567 -3.7654 -3.4862
H -2.3628 -4.9838 -1.8720
H -0.6374 -5.2911 -1.8601
H -3.2954 -4.6378 -0.0581
H -2.5022 -3.8627 1.3245
H -0.8561 -5.7511 0.7179
H 0.5333 -4.9325 -0.0252
S 5.4967 1.9906 2.1090
N 5.3404 0.7222 1.1191
C 4.0502 0.4822 1.0111
C 3.4624 -0.5945 0.2297
C 4.1953 -1.4992 -0.5363
C 3.5207 -2.4678 -1.2383
C 2.1358 -2.5230 -1.1444
N 1.4276 -1.6808 -0.4078
C 2.0770 -0.7092 0.2592
C 1.2391 0.2426 1.0084
N -0.0807 0.0457 0.9318
C -0.8927 0.8330 1.6127
C -0.4244 1.8733 2.4109
C 0.9277 2.0984 2.4856
C 1.7889 1.2712 1.7617
C 3.2378 1.3859 1.7636
N 3.9384 2.2836 2.4249
H 5.2741 -1.4216 -0.5752
H 4.0465 -3.1839 -1.8548
H 1.5737 -3.2703 -1.6908
H -1.9511 0.6299 1.4943
H -1.1258 2.4792 2.9669
H 1.3379 2.8918 3.0972
C -0.4248 6.4461 0.6729
C -0.6728 5.0413 0.1767
C -1.9287 4.4570 0.2435
C -2.1956 3.1963 -0.2923
C -3.5773 2.6191 -0.1192
C -1.1698 2.4848 -0.9511
Se -1.5425 0.8717 -1.8984
C 0.1353 3.0310 -0.9317
C 1.3144 2.2963 -1.5183
C 0.3529 4.2921 -0.3846
H -1.2914 6.8295 1.2136
H -0.2251 7.1202 -0.1645
H 0.4417 6.4866 1.3380
H -2.7416 5.0040 0.7167
H -4.3271 3.4123 -0.0613
H -3.6341 2.0368 0.8066
H -3.8253 1.9422 -0.9330
H 1.1281 1.2233 -1.5414
H 2.2200 2.5015 -0.9349
H 1.4970 2.6105 -2.5501
H 1.3585 4.7093 -0.4137
```

total charge: -1
spin multiplicity: 4
electronic energy: -159922.64832 eV
HOMO-LUMO gap (alpha / beta): 0.1744 / 0.1742 Eh
relative energy (zero: lowest compared OMol25 entry of this formula, charge and spin): 7.0 kJ/mol

***

No. 4
DFT (wB97M-V/def2-TZVPD) results for C27H26IrOP2S3 as an isolated structure.

The geometry in XYZ format:
```
60
Properties=species:S:1:pos:R:3
Ir -0.3386 0.3129 0.2000
S -0.4738 0.3429 -2.0769
P 1.5969 0.2969 -2.0202
C 1.6022 -0.0461 -0.3323
P 1.7127 -1.5952 0.3767
S -0.3376 -1.9414 0.5267
C 2.5897 -2.9360 -0.4320
C 1.9382 -4.1325 -0.7144
C 2.6334 -5.1638 -1.3303
C 3.9635 -4.9901 -1.6801
C 4.6108 -3.7902 -1.4086
C 3.9307 -2.7649 -0.7747
C 2.4174 -1.4922 2.0353
C 2.6999 -2.6597 2.7452
C 3.1870 -2.5768 4.0395
C 3.4039 -1.3321 4.6212
C 3.1330 -0.1713 3.9116
C 2.6373 -0.2480 2.6170
C 2.3012 1.9082 -2.3792
C 2.1542 2.4458 -3.6584
C 2.6776 3.6944 -3.9414
C 3.3517 4.4048 -2.9540
C 3.4998 3.8703 -1.6838
C 2.9718 2.6193 -1.3908
C 2.3583 -0.8426 -3.1760
C 3.6327 -0.5874 -3.6836
C 4.2406 -1.5191 -4.5108
C 3.5790 -2.6962 -4.8307
C 2.3103 -2.9514 -4.3259
C 1.6969 -2.0275 -3.4969
H 0.8916 -4.2550 -0.4642
H 2.1325 -6.0990 -1.5424
H 4.5018 -5.7929 -2.1667
H 5.6480 -3.6575 -1.6862
H 4.4403 -1.8350 -0.5477
H 2.5432 -3.6291 2.2863
H 3.4096 -3.4799 4.5919
H 3.7971 -1.2708 5.6276
H 3.3146 0.7954 4.3626
H 2.4207 0.6446 2.0438
H 1.6289 1.8913 -4.4278
H 2.5602 4.1172 -4.9301
H 3.7618 5.3804 -3.1793
H 4.0257 4.4259 -0.9190
H 3.0713 2.1885 -0.4027
H 4.1417 0.3365 -3.4407
H 5.2261 -1.3227 -4.9117
H 4.0525 -3.4182 -5.4834
H 1.7979 -3.8688 -4.5833
H 0.7055 -2.2139 -3.1001
C -2.4736 0.7139 4.2341
S -1.6449 -0.3605 3.0828
C -0.4183 -1.0556 4.1672
O -0.8772 0.6627 2.2141
H -2.9631 0.0955 4.9857
H -3.2200 1.2732 3.6748
H -1.7491 1.3890 4.6863
H -0.9337 -1.6132 4.9491
H 0.1909 -0.2552 4.5838
H 0.1951 -1.7305 3.5715
```

total charge: +1
electronic energy: -84385.47719 eV
HOMO-LUMO gap: 0.2623 Eh
relative energy (zero: lowest compared OMol25 entry of this formula, charge and spin): 0.0 kJ/mol

***

Question: Which of these has the lowest electronic energy?
Answer: C27H26CoN5O5SSe

***

Question: electronic energy of number 1 (C27H26BiN6O8P2)?
Answer: -78161.90815 eV

***

Please write out number 3 again, unchanged.
DFT (wB97M-V/def2-TZVPD) results for C27H26CoN5O5SSe as an isolated structure at a distorted geometry.

The geometry in XYZ format:
```
66
Properties=species:S:1:pos:R:3
Co -0.5241 -1.7043 -0.0505
O -0.7867 -2.1658 -2.3371
C -1.1722 -3.4380 -2.8383
C -1.3880 -4.5096 -1.7315
N -1.2918 -3.9677 -0.3785
C -2.6226 -3.8304 0.2416
C -3.2691 -2.4822 -0.0768
O -4.4543 -2.4303 -0.3760
O -2.4535 -1.4968 0.0283
C -0.4226 -4.7736 0.4831
C -0.0897 -4.0409 1.7936
O 0.2565 -4.7313 2.7494
O -0.1754 -2.7671 1.7425
H -1.5501 -1.5751 -2.2449
H -2.0665 -3.3537 -3.4574
H -0.3567 -3.7654 -3.4862
H -2.3628 -4.9838 -1.8720
H -0.6374 -5.2911 -1.8601
H -3.2954 -4.6378 -0.0581
H -2.5022 -3.8627 1.3245
H -0.8561 -5.7511 0.7179
H 0.5333 -4.9325 -0.0252
S 5.4967 1.9906 2.1090
N 5.3404 0.7222 1.1191
C 4.0502 0.4822 1.0111
C 3.4624 -0.5945 0.2297
C 4.1953 -1.4992 -0.5363
C 3.5207 -2.4678 -1.2383
C 2.1358 -2.5230 -1.1444
N 1.4276 -1.6808 -0.4078
C 2.0770 -0.7092 0.2592
C 1.2391 0.2426 1.0084
N -0.0807 0.0457 0.9318
C -0.8927 0.8330 1.6127
C -0.4244 1.8733 2.4109
C 0.9277 2.0984 2.4856
C 1.7889 1.2712 1.7617
C 3.2378 1.3859 1.7636
N 3.9384 2.2836 2.4249
H 5.2741 -1.4216 -0.5752
H 4.0465 -3.1839 -1.8548
H 1.5737 -3.2703 -1.6908
H -1.9511 0.6299 1.4943
H -1.1258 2.4792 2.9669
H 1.3379 2.8918 3.0972
C -0.4248 6.4461 0.6729
C -0.6728 5.0413 0.1767
C -1.9287 4.4570 0.2435
C -2.1956 3.1963 -0.2923
C -3.5773 2.6191 -0.1192
C -1.1698 2.4848 -0.9511
Se -1.5425 0.8717 -1.8984
C 0.1353 3.0310 -0.9317
C 1.3144 2.2963 -1.5183
C 0.3529 4.2921 -0.3846
H -1.2914 6.8295 1.2136
H -0.2251 7.1202 -0.1645
H 0.4417 6.4866 1.3380
H -2.7416 5.0040 0.7167
H -4.3271 3.4123 -0.0613
H -3.6341 2.0368 0.8066
H -3.8253 1.9422 -0.9330
H 1.1281 1.2233 -1.5414
H 2.2200 2.5015 -0.9349
H 1.4970 2.6105 -2.5501
H 1.3585 4.7093 -0.4137
```

total charge: -1
spin multiplicity: 4
electronic energy: -159922.64832 eV
HOMO-LUMO gap (alpha / beta): 0.1744 / 0.1742 Eh
relative energy (zero: lowest compared OMol25 entry of this formula, charge and spin): 7.0 kJ/mol